The molecule C22H30N4O4S. Source: the OMol25 dataset; level of theory: ωB97M-V with the def2-TZVPD basis set.

Each line ends with the Mulliken charge.
CARTESIAN COORDINATES (ANGSTROEM)
1 C -0.91371 -1.87957 3.99115  -0.963
2 H -0.28747 -2.76590 4.12716  0.366
3 H -0.34996 -0.98498 4.27533  0.343
4 H -1.79877 -1.96495 4.61922  0.276
5 O -1.39802 -1.78587 2.67179  -0.447
6 C -0.51950 -1.70705 1.65284  0.792
7 C 0.86521 -1.62215 1.80930  -0.647
8 C 1.68683 -1.47620 0.70544  -1.057
9 C 1.12857 -1.40938 -0.55142  0.547
10 C -0.23752 -1.50429 -0.73213  -0.310
11 C -1.07467 -1.65965 0.35861  0.329
12 C -2.56149 -1.79505 0.14583  -0.040
13 O -3.22116 -2.71504 0.58121  -0.713
14 N -3.03832 -0.81391 -0.64547  -0.064
15 H -2.48542 0.02760 -0.80081  0.135
16 C -4.43793 -0.63258 -0.94740  -0.976
17 C -4.94578 0.72174 -0.44330  -0.578
18 H -4.85864 0.75019 0.64327  0.277
19 C -4.18684 1.90219 -1.06263  -0.834
20 N -2.78434 1.89361 -0.67709  0.706
21 C -2.52941 2.39009 0.65733  -1.890
22 C -1.13813 1.95688 1.10268  0.139
23 N -0.09780 2.32982 0.15907  -0.146
24 C 1.20656 1.97232 0.51577  1.433
25 C 2.22553 1.85701 -0.43763  -0.256
26 C 3.51754 1.53914 -0.07383  -0.504
27 C 3.86593 1.30708 1.24999  0.718
28 C 2.86519 1.42688 2.20027  -1.019
29 C 1.56770 1.74952 1.84826  -0.440
30 H 0.84253 1.82284 2.64222  0.145
31 H 3.09506 1.25915 3.24420  0.325
32 C 5.27095 0.93773 1.61844  -1.642
33 H 5.32423 0.57582 2.64298  0.361
34 H 5.92830 1.80276 1.52655  0.380
35 H 5.64236 0.16457 0.94817  0.340
36 H 4.26684 1.44531 -0.84460  0.322
37 H 2.02697 1.99402 -1.48560  0.057
38 C -0.44164 2.16720 -1.24672  0.114
39 C -1.87631 2.58314 -1.56747  -1.734
40 H -2.08910 2.30425 -2.60190  0.464
41 H -1.97835 3.67882 -1.47513  0.366
42 H 0.21980 2.80616 -1.83518  0.685
43 H -0.28423 1.12755 -1.57084  -0.169
44 H -0.93593 2.45242 2.05484  0.692
45 H -1.14359 0.86802 1.26794  -0.175
46 H -3.25555 1.97405 1.35711  0.411
47 H -2.60904 3.49134 0.69019  0.445
48 H -4.23491 1.81717 -2.15155  0.409
49 H -4.67999 2.84617 -0.77677  0.302
50 H -6.00258 0.81776 -0.69660  0.418
51 H -4.98934 -1.44977 -0.47531  0.528
52 H -4.57833 -0.69466 -2.03336  0.297
53 H -0.63704 -1.46745 -1.73319  0.410
54 S 2.13771 -1.20921 -1.99396  1.425
55 O 1.55399 -0.21870 -2.85381  -0.668
56 O 3.52113 -1.09901 -1.63196  -0.685
57 N 1.89744 -2.69678 -2.75282  -0.571
58 H 2.69206 -3.30403 -2.63504  0.259
59 H 1.66568 -2.58527 -3.72660  0.263
60 H 2.75618 -1.39418 0.80881  0.599
61 H 1.31026 -1.65771 2.78999  0.450

Output
energy: -1774.5066 Eh
LUMO level: 0.55 eV
structure (SMILES): COc1ccc(S(N)(=O)=O)cc1C(=O)NCCCN1CCN(c2ccc(C)cc2)CC1
orbital gap: 8.10 eV
multiplicity: 1
molecular weight: 446.6 g/mol
total charge: 0
energy above the lowest of the compared OMol25 structures with the same formula, charge and spin: 201.78 kJ/mol



A structure of composition CH2I3P at a distorted geometry. Source: the OMol25 dataset; level of theory: ωB97M-V with the def2-TZVPD basis set.

Each line ends with the Mulliken charge.
CARTESIAN COORDINATES (ANGSTROEM)
1 C -0.44383 -0.51829 -0.88357  -0.342
2 P -0.19380 0.35760 0.52595  -0.028
3 I 1.21683 -0.02864 -2.28732  0.052
4 I 1.48154 0.92874 2.34985  -0.070
5 I -0.53342 -2.65491 -0.95299  0.092
6 H -1.29082 0.31228 1.39805  0.151
7 H -0.23649 1.60322 -0.14997  0.146

Output
energy: -1273.6572 Eh
LUMO level (alpha / beta): -1.07 / -1.07 eV
orbital gap (alpha / beta): 7.47 / 7.47 eV
multiplicity: 1
molecular weight: 425.7 g/mol
total charge: 0
energy above the lowest of the compared OMol25 structures with the same formula, charge and spin: 97.47 kJ/mol